(1)
ORCA calculation (ωB97M-V with the def2-TZVPD basis set) on a molecular structure, C34H40ClF5MgNO6S in a non-equilibrium geometry.

Cartesian coordinates (Å):
Mg (0.17150, -0.26930, 0.34350)
C (-4.12760, -3.48600, 5.34650)
C (-4.59720, -3.13340, 3.92840)
C (-6.02020, -2.56220, 3.97440)
C (-4.61380, -4.42760, 3.10520)
C (-3.64340, -2.10930, 3.32980)
C (-3.10740, -2.25910, 2.07980)
C (-2.08500, -1.39790, 1.64190)
N (-1.38470, -1.50160, 0.52780)
C (-1.50400, -2.33900, -0.49500)
C (-2.69490, -2.81780, -1.06350)
C (-2.63990, -3.70100, -2.10920)
C (-1.36840, -4.19380, -2.48430)
C (-0.17070, -3.73580, -1.99890)
C (-0.19540, -2.66150, -1.03780)
O (0.79760, -2.03170, -0.59170)
C (1.10270, -4.43240, -2.46600)
C (2.37060, -3.81560, -1.87920)
C (1.01930, -5.89190, -1.98230)
C (1.21640, -4.38310, -3.99690)
C (-3.87040, -4.19450, -2.84790)
C (-3.67850, -3.98630, -4.35520)
C (-5.14080, -3.44770, -2.43050)
C (-4.07600, -5.68640, -2.55170)
C (-1.56920, -0.34970, 2.49660)
O (-0.54250, 0.27520, 2.11940)
C (-2.30800, -0.07390, 3.69850)
C (-3.28430, -0.95880, 4.07560)
C (-1.98360, 1.19250, 4.47730)
C (-1.99500, 2.37400, 3.49380)
C (-0.58550, 1.07580, 5.10210)
C (-3.00610, 1.47580, 5.58650)
H (-4.73920, -4.28340, 5.76460)
H (-4.18800, -2.63000, 6.01060)
H (-3.09320, -3.81880, 5.32100)
H (-6.70760, -3.29040, 4.40180)
H (-6.35900, -2.31870, 2.97050)
H (-6.06080, -1.65570, 4.57160)
H (-5.17190, -5.20240, 3.62880)
H (-3.60060, -4.78940, 2.94320)
H (-5.08920, -4.27240, 2.13960)
H (-3.38380, -3.08100, 1.44190)
H (-3.61930, -2.39090, -0.70850)
H (-1.34490, -4.97880, -3.22710)
H (2.33740, -3.82010, -0.79400)
H (2.48420, -2.78740, -2.20670)
H (3.23870, -4.38700, -2.20580)
H (0.89750, -5.90830, -0.90110)
H (1.92800, -6.43380, -2.23790)
H (0.17310, -6.41210, -2.42410)
H (1.21240, -3.35000, -4.33690)
H (0.40210, -4.90830, -4.49150)
H (2.15210, -4.84360, -4.30810)
H (-3.51510, -2.93390, -4.57160)
H (-4.56630, -4.32080, -4.88730)
H (-2.82430, -4.53750, -4.73530)
H (-5.03190, -2.37450, -2.56900)
H (-5.39250, -3.64300, -1.39080)
H (-5.97210, -3.79040, -3.04410)
H (-3.22040, -6.27510, -2.87050)
H (-4.96090, -6.05020, -3.06990)
H (-4.21520, -5.83780, -1.48390)
H (-3.82780, -0.77510, 4.98910)
H (-1.20670, 2.25270, 2.75560)
H (-1.83400, 3.31160, 4.02390)
H (-2.94840, 2.42280, 2.97050)
H (0.15570, 0.90340, 4.32500)
H (-0.54690, 0.25240, 5.81510)
H (-0.33910, 1.99980, 5.62450)
H (-4.01660, 1.50500, 5.18360)
H (-2.79550, 2.44530, 6.03470)
H (-2.95890, 0.72760, 6.37620)
O (2.18470, 2.50400, 1.13660)
Cl (1.93160, 1.42940, 0.26040)
O (2.84440, 1.42200, -0.81250)
O (2.03280, 0.19620, 0.97360)
O (0.60630, 1.55030, -0.26290)
F (-1.92560, 1.74680, -6.15150)
C (-2.01520, 1.60310, -4.81210)
C (-1.10400, 0.80390, -4.12660)
F (-0.12790, 0.17190, -4.80360)
C (-1.21690, 0.63670, -2.76190)
F (-0.31590, -0.15880, -2.13950)
C (-2.24400, 1.22550, -1.99940)
S (-2.43680, 0.92980, -0.34480)
C (-3.13980, 2.03860, -2.73020)
F (-4.14930, 2.65030, -2.08370)
C (-3.03370, 2.22730, -4.09380)
F (-3.92320, 3.00500, -4.74320)

Its spin multiplicity is 1. Its net charge is -1. The HOMO-LUMO gap (spin up / spin down) comes out at 5.08 / 5.09 eV. As for the HOMO energy (spin up / spin down): -4.55 / -4.55 eV.

---

(2)
ORCA calculation (ωB97M-V with the def2-TZVPD basis set) on a molecular structure, C34H40CuFGeN2O3SeTe.

Cartesian coordinates (Å):
Cu (1.50591, -1.39494, 0.00661)
C (-2.80968, -3.71482, 5.65951)
C (-3.36006, -2.50389, 4.91581)
C (-3.94522, -1.44030, 5.83434)
C (-2.86141, -0.82758, 6.70996)
C (-1.70612, -0.35429, 5.86762)
C (-0.85751, 0.63200, 6.31553)
C (0.19630, 1.06382, 5.51577)
F (1.00750, 2.02896, 6.00044)
C (0.41909, 0.55786, 4.26988)
C (-0.43481, -0.44178, 3.78696)
C (-0.20359, -0.96808, 2.42981)
O (0.69975, -0.43963, 1.74696)
C (-1.07601, -2.01588, 2.00925)
C (-2.07653, -2.39833, 2.85881)
N (-2.30707, -1.89752, 4.08226)
C (-1.48220, -0.90418, 4.58690)
C (-1.05097, -2.75691, 0.67134)
O (-2.09442, -3.34697, 0.37077)
O (0.01720, -2.74650, -0.00116)
H (-3.58701, -4.16274, 6.28002)
H (-1.97082, -3.43853, 6.29953)
H (-2.45695, -4.46662, 4.95349)
H (-4.13388, -2.83260, 4.22116)
H (-4.72875, -1.89046, 6.44468)
H (-4.40867, -0.66178, 5.22378)
H (-2.50965, -1.56228, 7.43976)
H (-3.26050, 0.00970, 7.28337)
H (-1.00383, 1.08495, 7.28826)
H (1.22632, 0.91271, 3.64574)
H (-2.75835, -3.16688, 2.51388)
C (-2.57344, -1.16676, -1.85670)
C (-1.60791, -0.31329, -2.68038)
C (-0.24524, -0.37982, -2.15681)
N (0.82816, -0.44400, -1.75318)
H (-3.56120, -1.13773, -2.31491)
H (-2.64747, -0.78487, -0.83899)
H (-2.23853, -2.19998, -1.77851)
H (-1.90350, 0.73839, -2.68130)
H (-1.57784, -0.65109, -3.71753)
C (7.19431, -0.99593, -1.67595)
Ge (6.09194, 0.57641, -1.33195)
C (6.73669, 1.48108, 0.27651)
C (6.16544, 1.82016, -2.84003)
C (4.22519, -0.01180, -1.15506)
Se (3.82394, -1.13116, 0.39352)
C (3.69083, 0.27865, 1.72880)
H (8.24787, -0.72279, -1.74107)
H (6.90476, -1.47420, -2.61214)
H (7.07449, -1.71960, -0.86883)
H (7.72245, 1.90670, 0.08241)
H (6.82978, 0.77922, 1.10604)
H (6.06635, 2.28818, 0.57293)
H (7.19326, 2.13052, -3.03162)
H (5.57468, 2.71296, -2.62958)
H (5.77346, 1.35579, -3.74553)
H (3.96300, -0.62480, -2.01906)
H (3.52142, 0.81658, -1.13359)
H (4.66647, 0.71511, 1.91160)
H (3.31168, -0.18904, 2.63331)
H (2.97753, 1.02777, 1.38943)
Te (-1.24782, 1.78823, 0.73897)
C (-2.23948, 3.30908, -0.34102)
C (-3.49288, 3.02065, -0.87470)
C (-4.18920, 3.98265, -1.59119)
C (-3.63340, 5.23817, -1.79436)
C (-2.38285, 5.52770, -1.26927)
C (-1.68766, 4.57074, -0.54160)
C (0.65864, 2.68211, 0.66616)
C (1.37974, 2.71220, -0.52353)
C (2.61718, 3.34298, -0.56880)
C (3.15220, 3.91924, 0.57511)
C (2.44364, 3.87293, 1.76772)
C (1.19380, 3.26719, 1.81063)
H (-3.92903, 2.03520, -0.73731)
H (-5.16415, 3.74787, -1.99870)
H (-4.17196, 5.98626, -2.36153)
H (-1.94265, 6.50494, -1.42328)
H (-0.71513, 4.80998, -0.13065)
H (0.97989, 2.23809, -1.41131)
H (3.16713, 3.37610, -1.50156)
H (4.11762, 4.40812, 0.53593)
H (2.85323, 4.32200, 2.66354)
H (0.63205, 3.25414, 2.73592)

Its spin multiplicity is 1. The HOMO-LUMO gap comes out at 7.48 eV. As for the HOMO energy: -7.30 eV.

---

(3)
ORCA calculation (ωB97M-V with the def2-TZVPD basis set) on 2 unconnected molecules or ions with the total composition C34H40N4O2S in a non-equilibrium geometry.

Cartesian coordinates (Å):
C (-0.23750, 1.54551, 7.59559)
N (0.66797, 1.85765, 6.50815)
C (1.69438, 2.82054, 6.84749)
C (0.44911, 1.38024, 5.25012)
C (1.43770, 1.47235, 4.22208)
C (1.21325, 0.89917, 2.98470)
C (-0.00192, 0.22554, 2.68188)
C (-0.20300, -0.33901, 1.38133)
C (-1.25760, -1.12715, 0.99155)
C (-1.38371, -1.71345, -0.30837)
C (-2.71255, -2.05758, -0.78692)
C (-3.87396, -1.46664, -0.21161)
C (-5.14908, -1.84782, -0.59525)
C (-5.34548, -2.77525, -1.65636)
N (-6.59597, -3.11906, -2.07179)
C (-6.84448, -3.88409, -3.27006)
C (-7.79639, -2.78747, -1.34183)
C (-4.19239, -3.34954, -2.25824)
C (-2.92635, -3.03811, -1.79394)
C (-0.20441, -1.92055, -1.13974)
C (1.07545, -2.05862, -0.55071)
C (2.22892, -2.09645, -1.30455)
C (2.16413, -2.28154, -2.70892)
N (3.28672, -2.52183, -3.44978)
C (3.23078, -3.21092, -4.72294)
C (4.61922, -2.19498, -2.97263)
C (0.88131, -2.24890, -3.31879)
C (-0.24794, -1.98267, -2.56601)
C (-0.97865, 0.13518, 3.70996)
C (-0.78053, 0.73368, 4.94054)
H (-0.32566, 0.46048, 7.74969)
H (0.16447, 2.00076, 8.50569)
H (-1.24787, 1.93914, 7.41471)
H (2.44524, 2.91394, 6.06142)
H (1.24909, 3.81272, 7.02781)
H (2.17571, 2.49895, 7.78055)
H (2.39342, 1.95846, 4.41789)
H (1.98022, 0.94399, 2.20919)
H (0.53302, -0.01389, 0.60794)
H (-2.10412, -1.24795, 1.67500)
H (-3.76624, -0.68117, 0.53906)
H (-6.01214, -1.39686, -0.10759)
H (-6.03719, -3.76189, -3.99285)
H (-6.96027, -4.95080, -3.03745)
H (-7.78140, -3.53825, -3.71871)
H (-7.57144, -2.45088, -0.32995)
H (-8.37191, -2.00758, -1.86109)
H (-8.43016, -3.67995, -1.27669)
H (-4.29523, -4.05487, -3.08293)
H (-2.07417, -3.56926, -2.21909)
H (1.17348, -2.13405, 0.53116)
H (3.19232, -2.05170, -0.80395)
H (2.34174, -3.84998, -4.76154)
H (3.19983, -2.51267, -5.57428)
H (4.12581, -3.83872, -4.83311)
H (4.55406, -1.45617, -2.16735)
H (5.13338, -3.09971, -2.60896)
H (5.22246, -1.78100, -3.79489)
H (0.80602, -2.39632, -4.39818)
H (-1.19576, -1.83570, -3.08486)
H (-1.90332, -0.40651, 3.51894)
H (-1.57447, 0.70288, 5.68728)
C (4.15347, 6.90024, -1.32497)
C (3.59605, 5.51407, -1.21951)
C (2.59027, 5.11208, -2.10818)
C (2.13637, 3.79764, -2.10999)
C (2.65012, 2.89747, -1.17139)
S (2.14189, 1.18804, -1.17782)
N (0.68281, 1.15557, -0.55382)
O (2.12434, 0.83384, -2.58413)
O (3.11594, 0.50503, -0.33245)
C (3.63474, 3.29097, -0.26558)
C (4.08959, 4.60456, -0.27810)
H (4.92073, 7.07514, -0.56650)
H (4.59935, 7.04925, -2.31609)
H (3.36237, 7.64928, -1.21103)
H (2.17738, 5.83334, -2.81812)
H (1.39775, 3.47024, -2.83481)
H (0.47603, 2.07309, -0.15428)
H (4.04580, 2.56664, 0.42842)
H (4.84901, 4.91986, 0.44053)

Its spin multiplicity is 1. The HOMO-LUMO gap comes out at 5.90 eV. As for the HOMO energy: -6.90 eV.

---

(4)
ORCA calculation (ωB97M-V with the def2-TZVPD basis set) on a molecular structure, C34H40N4O3OsS2Si.

Cartesian coordinates (Å):
Os (-0.90654, 0.55842, -0.10424)
S (-0.23285, -0.64396, -7.56333)
N (-0.24414, -1.67731, -6.33188)
C (-0.29843, -0.95453, -5.22631)
C (-0.31684, -1.48218, -3.87852)
C (-0.26028, -2.84456, -3.56722)
C (-0.26025, -3.23221, -2.24418)
C (-0.32197, -2.26198, -1.25224)
N (-0.38557, -0.96051, -1.53956)
C (-0.38306, -0.56237, -2.83561)
C (-0.42815, 0.87837, -3.08859)
N (-0.48835, 1.68476, -2.00435)
C (-0.48575, 3.00567, -2.16623)
C (-0.41916, 3.59101, -3.42516)
C (-0.37865, 2.78326, -4.54231)
C (-0.38202, 1.39403, -4.38163)
C (-0.32677, 0.44228, -5.47115)
N (-0.29262, 0.74591, -6.75734)
H (-0.21163, -3.57205, -4.36722)
H (-0.20575, -4.27431, -1.96453)
H (-0.30394, -2.52385, -0.20193)
H (-0.54884, 3.60448, -1.26703)
H (-0.41027, 4.66782, -3.51208)
H (-0.34240, 3.20358, -5.53914)
C (-6.67932, -0.14392, 2.78480)
C (-5.80595, -0.20598, 1.54265)
C (-6.62228, -0.55784, 0.31116)
C (-4.65013, -1.17173, 1.72019)
O (-5.27846, 1.12831, 1.27608)
Si (-4.25806, 2.08179, 2.06152)
S (-2.32637, 1.92048, 0.78289)
O (-3.93265, 1.60882, 3.54787)
C (-3.05372, 2.03162, 4.64709)
C (-3.96973, 2.32694, 5.81963)
C (-2.15202, 0.84379, 4.92665)
C (-2.23464, 3.24949, 4.25156)
O (-4.43310, 3.63108, 1.73560)
C (-5.59071, 4.54351, 1.80943)
C (-5.54375, 5.35665, 0.53001)
C (-6.87634, 3.74196, 1.91256)
C (-5.39379, 5.42144, 3.03230)
H (-7.10406, -1.12723, 2.98922)
H (-7.50260, 0.55493, 2.63412)
H (-6.09966, 0.16713, 3.65541)
H (-7.08238, -1.53884, 0.43053)
H (-5.98865, -0.57326, -0.57686)
H (-7.41259, 0.17708, 0.16028)
H (-5.02610, -2.18861, 1.83928)
H (-4.06157, -0.91260, 2.60234)
H (-4.01313, -1.14363, 0.83146)
H (-4.59094, 1.46019, 6.04561)
H (-4.61782, 3.17681, 5.60267)
H (-3.37827, 2.56702, 6.70350)
H (-2.73788, -0.02787, 5.22082)
H (-1.46055, 1.08360, 5.73555)
H (-1.56912, 0.59674, 4.03715)
H (-2.87446, 4.07024, 3.93999)
H (-1.54680, 3.00595, 3.43817)
H (-1.64264, 3.58616, 5.10260)
H (-5.70232, 4.71616, -0.33818)
H (-4.57933, 5.85518, 0.43390)
H (-6.32430, 6.11773, 0.54384)
H (-7.00446, 3.08866, 1.05001)
H (-7.72577, 4.42348, 1.95839)
H (-6.89102, 3.13868, 2.82577)
H (-4.45234, 5.96753, 2.96891)
H (-5.39997, 4.82276, 3.94461)
H (-6.20455, 6.14679, 3.10167)
C (-0.34153, -2.44101, 4.69704)
C (-1.35779, -2.27677, 3.74581)
C (-1.15200, -1.49778, 2.63112)
C (0.07767, -0.85888, 2.42106)
C (0.34397, -0.06745, 1.25078)
C (1.63729, 0.44144, 1.04425)
C (2.64272, 0.26082, 1.98925)
C (2.38253, -0.45606, 3.13694)
C (1.11569, -1.04430, 3.36999)
C (0.87569, -1.83419, 4.51309)
H (-0.51759, -3.05428, 5.57026)
H (-2.31336, -2.76322, 3.89567)
H (-1.94982, -1.37148, 1.91153)
H (1.86319, 1.00930, 0.14459)
H (3.62354, 0.68226, 1.81810)
H (3.16231, -0.59539, 3.87587)
H (1.67094, -1.96778, 5.23578)

Its spin multiplicity is 5. Its net charge is +2. The HOMO-LUMO gap (spin up / spin down) comes out at 6.99 / 5.76 eV. As for the HOMO energy (spin up / spin down): -13.47 / -13.74 eV.

---

(5)
ORCA calculation (ωB97M-V with the def2-TZVPD basis set) on a molecular structure, C34H40N5O7Re in a non-equilibrium geometry.

Cartesian coordinates (Å):
Re (-0.18029, 0.30624, -0.43848)
C (-0.31379, -2.04456, -0.26698)
C (0.62741, -2.15106, 0.83182)
C (-0.05069, -1.62616, 1.99732)
C (-1.41239, -1.51586, 1.65812)
C (-1.62289, -1.84146, 0.29942)
C (-2.91449, -2.21316, -0.36968)
C (-2.97489, -3.75336, -0.36058)
C (-4.12689, -1.66056, 0.38212)
C (-2.96299, -1.72666, -1.82288)
C (0.46971, -1.02246, 3.28762)
C (1.43691, -1.88466, 4.10792)
C (1.16311, 0.29684, 2.88602)
C (-0.70009, -0.68746, 4.22832)
C (1.86031, -3.00446, 0.71412)
C (3.17741, -2.29026, 1.05632)
C (2.03581, -3.58446, -0.69538)
C (1.64051, -4.22266, 1.63872)
H (-0.17739, -2.62786, -1.16548)
H (-2.20309, -1.25906, 2.33612)
H (-2.86289, -4.14036, 0.64852)
H (-2.19059, -4.17066, -0.98528)
H (-3.93519, -4.08046, -0.74768)
H (-4.19479, -2.08526, 1.37902)
H (-5.03639, -1.91846, -0.15428)
H (-4.07319, -0.57746, 0.46292)
H (-2.05499, -1.99116, -2.35628)
H (-3.09109, -0.64756, -1.85908)
H (-3.80449, -2.18586, -2.33348)
H (2.32261, -2.17226, 3.55882)
H (0.93121, -2.77776, 4.46622)
H (1.76431, -1.31906, 4.97682)
H (2.06741, 0.10754, 2.31372)
H (1.42871, 0.86704, 3.77352)
H (0.48841, 0.90974, 2.27452)
H (-1.28569, -1.57946, 4.44192)
H (-1.35239, 0.07954, 3.81592)
H (-0.31519, -0.31346, 5.17412)
H (3.49941, -1.67756, 0.21812)
H (3.94401, -3.03146, 1.26252)
H (3.09471, -1.64496, 1.91892)
H (2.10681, -2.80236, -1.44608)
H (1.23101, -4.27206, -0.94658)
H (2.96181, -4.15256, -0.71608)
H (1.60041, -3.95346, 2.68522)
H (2.45671, -4.92316, 1.49052)
H (0.71351, -4.72536, 1.37322)
O (3.99451, 0.41514, -0.74028)
C (2.87441, 0.83424, -0.52758)
O (1.85851, 0.05764, -0.40068)
C (2.66121, 2.33574, -0.39658)
C (3.79041, 3.13214, -0.38568)
C (3.68881, 4.51764, -0.29248)
C (2.45011, 5.14264, -0.26158)
C (1.30951, 4.36694, -0.31298)
C (1.37211, 2.93544, -0.32538)
O (0.27221, 2.28854, -0.23888)
N (0.02751, 5.01044, -0.36908)
O (-0.89379, 4.40474, -0.89098)
O (-0.06239, 6.12714, 0.08352)
N (4.89731, 5.32034, -0.26138)
O (4.75971, 6.52104, -0.27518)
O (5.94941, 4.72854, -0.22858)
H (4.76341, 2.66124, -0.43788)
H (2.37741, 6.22174, -0.21978)
N (-2.02599, 1.74994, -2.74078)
C (-1.01339, 0.99414, -3.27008)
C (-0.90589, 0.98224, -4.67238)
C (0.07951, 0.25254, -5.29088)
C (0.96121, -0.47386, -4.49158)
C (0.79861, -0.43536, -3.13038)
N (-0.16609, 0.27494, -2.51028)
C (-2.47049, 1.99914, -1.45878)
C (-3.39409, 3.04484, -1.31348)
C (-3.89739, 3.34484, -0.06988)
C (-3.49929, 2.55754, 1.00822)
C (-2.59199, 1.54784, 0.78922)
N (-2.07149, 1.25114, -0.41698)
H (-2.47139, 2.35354, -3.42438)
H (-1.62539, 1.53334, -5.25578)
H (0.16451, 0.23934, -6.36438)
H (1.75271, -1.05706, -4.92648)
H (1.46571, -0.98256, -2.47998)
H (-3.66539, 3.63634, -2.17308)
H (-4.57199, 4.17504, 0.06872)
H (-3.87949, 2.74684, 1.99792)
H (-2.24799, 0.93564, 1.61232)

Its spin multiplicity is 2. Its net charge is +1. The HOMO-LUMO gap (spin up / spin down) comes out at 6.52 / 6.26 eV. As for the HOMO energy (spin up / spin down): -11.05 / -11.01 eV.